85
Properties=species:S:1:pos:R:3:forces:R:3:mulliken_charge:R:1 method="wB97M-V/def2-TZVPD" fmax_ha_per_bohr=0.036 de_lowest_kj_mol=50.9 mol_weight_da=545.1 e_lumo_ha=-0.02270
C 1.43106 -0.66023 4.09153 -0.217 -0.123 -0.384 -0.430
C -0.09181 -0.51189 4.37029 0.910 0.238 -0.442 0.237
Cl -0.44754 -0.71674 6.13911 -0.014 -0.047 -0.443 -0.222
C -0.92992 -1.49650 3.52188 0.104 0.653 1.280 -0.688
C -2.41504 -1.30878 3.76290 0.449 0.422 -0.692 0.373
C -3.20794 -2.30944 4.09046 -0.999 -0.222 0.010 -0.127
C -4.68412 -2.02095 4.34264 1.446 0.189 -1.174 0.009
O -5.26382 -2.58603 5.21402 -1.104 -0.635 0.761 -0.519
C -5.28984 -0.96242 3.44662 -0.497 -0.985 0.474 -0.407
C -4.51771 0.04276 3.10100 0.677 0.015 -0.201 -0.600
C -3.09132 0.04024 3.63228 -0.818 -0.571 -0.725 0.508
O -2.59323 1.07878 3.94507 0.828 1.029 0.152 -0.545
H 2.01742 -0.76677 5.00953 -0.184 -0.117 -0.212 0.464
H 1.77064 0.26005 3.59378 0.008 -0.331 0.091 -0.151
H 1.62958 -1.50516 3.39627 -0.071 0.396 0.544 -0.048
H -0.33157 0.52961 4.14211 -0.388 -0.378 0.235 0.367
H -0.64109 -1.37341 2.46804 -0.228 -0.038 0.180 0.137
H -0.64797 -2.49711 3.88294 -0.127 0.120 -0.450 0.321
H -2.82786 -3.32544 4.20098 -0.263 0.203 0.270 0.446
H -6.33566 -1.05920 3.15545 0.179 0.060 0.257 0.429
H -4.88545 0.85991 2.48299 0.339 0.076 0.296 0.477
C -1.09578 -0.79712 -3.33229 -0.047 0.044 -0.120 -0.850
O -2.25066 -0.13842 -2.83592 0.189 -0.184 0.133 -0.101
C -2.96147 -0.91757 -1.88271 -0.178 0.376 -0.076 -0.815
C -2.64641 -0.48550 -0.46386 0.094 -0.370 0.167 -0.478
O -1.28986 -0.74270 -0.12502 0.007 0.109 -0.126 -0.109
C -0.46024 0.40492 -0.21123 0.052 -0.026 0.123 -0.483
H -0.46603 -0.05209 -3.81812 -0.072 0.025 -0.016 0.238
H -0.52226 -1.27260 -2.53352 -0.029 0.002 0.020 0.295
H -1.38446 -1.55115 -4.07195 0.075 -0.048 0.017 0.321
H -2.75515 -1.98298 -2.02181 0.051 0.010 0.060 0.467
H -4.02811 -0.75472 -2.06836 -0.009 -0.041 0.028 0.343
H -3.26086 -1.07286 0.22705 -0.051 0.020 -0.025 0.231
H -2.89122 0.57119 -0.31366 0.034 0.021 -0.086 0.405
H -0.62054 1.04692 0.66229 0.022 0.100 -0.053 0.341
H -0.64326 0.97669 -1.12341 -0.051 0.007 0.005 0.433
H 0.57813 0.06985 -0.21310 -0.037 -0.031 0.059 -0.186
C -2.26752 4.04305 -6.22293 -0.046 -0.064 -0.094 -0.738
O -3.32438 3.13258 -5.97216 0.148 0.142 0.166 -0.441
C -3.06620 2.27693 -4.86467 -0.389 -0.069 -0.199 -0.216
C -3.77216 2.75623 -3.61161 0.322 -0.042 0.265 -0.293
O -3.26175 4.00676 -3.16386 -0.139 0.042 -0.215 -0.385
C -4.07858 5.10239 -3.54119 0.063 0.020 0.117 -0.775
H -2.64768 4.82906 -6.87483 -0.031 -0.063 -0.028 0.259
H -1.89604 4.50106 -5.30342 -0.006 -0.026 0.011 0.326
H -1.44442 3.52992 -6.73233 0.068 0.064 0.031 0.323
H -1.98991 2.17952 -4.69333 -0.013 0.046 0.075 0.249
H -3.45426 1.28893 -5.12765 0.044 -0.022 0.060 0.314
H -3.58985 2.03272 -2.81304 0.011 -0.036 -0.058 0.128
H -4.85350 2.81405 -3.77264 0.019 0.046 -0.102 0.306
H -4.95921 5.15633 -2.89209 -0.055 0.038 -0.064 0.311
H -4.39825 5.03294 -4.58289 -0.010 -0.033 -0.003 0.334
H -3.49543 6.01464 -3.41619 0.015 -0.046 0.059 0.258
C 3.17057 -5.54208 -0.55941 0.080 -0.005 -0.084 -0.672
O 3.80868 -4.27685 -0.61970 -0.205 -0.050 0.117 -0.415
C 2.88826 -3.19678 -0.69173 0.377 0.068 0.031 -0.692
C 2.68926 -2.53706 0.65887 -0.467 -0.022 -0.024 0.323
O 2.06157 -3.41716 1.58825 0.297 -0.037 -0.065 -0.316
C 2.99122 -4.01583 2.47896 -0.119 0.020 0.105 -0.930
H 3.90485 -6.27340 -0.22343 0.043 0.050 -0.046 0.258
H 2.33111 -5.54324 0.13939 -0.002 0.032 -0.009 0.274
H 2.81601 -5.83001 -1.55487 -0.067 -0.056 0.034 0.326
H 1.93162 -3.53033 -1.10642 -0.031 -0.002 0.072 0.377
H 3.31505 -2.45983 -1.38000 -0.042 0.028 -0.002 0.332
H 2.02212 -1.67810 0.53306 0.065 0.030 -0.001 -0.304
H 3.63859 -2.16572 1.05590 0.016 -0.032 -0.031 0.410
H 3.28190 -3.29666 3.25241 0.101 -0.045 0.018 0.343
H 3.88354 -4.37363 1.96205 -0.002 0.038 -0.042 0.391
H 2.50431 -4.86544 2.95744 -0.074 0.061 -0.016 0.266
C 2.90280 2.16977 1.39410 -0.101 -0.092 -0.016 -0.894
O 3.44964 1.05376 0.70741 0.030 0.204 0.016 -0.104
C 3.85777 1.36532 -0.61854 0.063 -0.374 0.123 -0.452
C 5.35516 1.59108 -0.70532 -0.031 0.357 -0.198 -0.716
O 5.75513 2.74299 0.02212 -0.095 -0.191 0.162 -0.385
C 6.29585 2.43096 1.29620 0.076 0.103 -0.041 -0.641
H 2.88361 1.93676 2.45811 0.004 -0.067 -0.038 0.206
H 3.49579 3.07469 1.24746 0.019 -0.028 -0.045 0.442
H 1.87686 2.34819 1.05344 -0.004 0.108 0.033 0.263
H 3.31040 2.23369 -0.99807 0.060 0.042 0.022 0.375
H 3.59771 0.50406 -1.24332 0.006 0.024 -0.043 0.351
H 5.62192 1.76560 -1.75242 -0.014 -0.048 -0.005 0.404
H 5.90226 0.70678 -0.36379 -0.068 -0.021 0.048 0.331
H 7.32161 2.06319 1.18938 -0.007 -0.053 0.069 0.334
H 5.69536 1.68660 1.82308 -0.008 -0.023 -0.024 0.217
H 6.31195 3.34644 1.88682 0.016 0.019 -0.077 0.255

88
Properties=species:S:1:pos:R:3:forces:R:3:mulliken_charge:R:1 method="wB97M-V/def2-TZVPD" fmax_ha_per_bohr=0.084 mol_weight_da=618.7 e_lumo_ha=0.12657 charge=-2
C -3.46704 2.74647 3.87430 0.347 0.364 0.814 -1.161
C -3.93260 1.56467 4.81437 0.985 0.406 -1.615 -0.145
O -5.34691 1.32656 4.61576 0.060 -0.060 0.180 -0.586
C -3.04214 0.29839 4.46035 -0.371 0.707 1.145 -0.043
N -3.38757 -0.24962 3.13455 0.312 -0.105 0.511 -0.305
C -2.22906 -0.84191 2.44200 -0.136 -0.390 -1.180 0.200
C -2.23284 -2.42285 2.68748 -0.998 1.332 0.880 -0.604
O -0.98117 -2.87403 3.21887 -0.147 -2.246 0.014 -0.495
P 0.09136 -3.52091 2.01670 -1.963 1.626 0.870 0.630
C -0.67285 -4.81383 0.88095 0.668 -1.095 0.025 -1.150
C -0.77575 -4.39382 -0.63751 -0.608 -0.327 0.198 -0.465
C -1.81544 -3.25381 -0.93295 -0.599 0.207 -0.417 0.626
C -1.65608 -2.53624 -2.33029 0.346 -0.062 0.059 -1.309
C -0.17755 -2.13782 -2.71196 -0.197 0.570 -1.032 0.658
C -0.01802 -0.60697 -3.11159 1.203 -0.565 -0.161 -1.347
C 1.48664 -0.10868 -2.89022 -0.332 0.619 0.023 0.206
C 1.51140 1.27728 -2.11049 0.851 -0.014 0.032 -0.797
C 2.52324 2.32936 -2.70871 -0.819 0.298 -0.515 -0.637
C 2.17991 2.67081 -4.21925 0.590 -0.039 -0.098 -0.272
C 2.81833 4.02951 -4.70614 -1.029 0.868 0.551 -0.828
C 1.98667 5.28865 -4.18846 0.976 -0.747 -0.447 -0.720
N 0.60782 5.29862 -4.73510 0.235 0.836 1.040 0.305
C -0.35254 5.97318 -3.99210 -3.298 -1.092 -2.607 -0.440
C -1.61545 5.75877 -4.69785 1.919 -0.602 -0.397 -0.502
C -1.33437 4.93184 -5.89538 2.451 0.800 1.431 -0.542
C 0.10411 4.71664 -5.88631 -2.374 0.509 0.548 -0.191
C 1.42677 -4.40722 3.00252 -0.766 0.705 1.334 -1.045
C 1.81868 -3.51846 4.27277 0.795 0.627 -0.209 1.189
C 3.35299 -3.18963 4.35428 0.146 0.359 -0.297 -1.188
F 1.47080 -4.21921 5.48260 0.058 0.270 -1.124 -0.420
S 1.22695 -1.94558 0.90360 2.191 2.434 -0.365 0.368
C 2.68350 -2.53492 -0.11954 1.827 0.756 -1.317 -0.998
O 1.81989 -1.16134 2.00463 -0.056 -2.053 -0.565 -0.500
O 0.32408 -1.04419 0.15187 0.336 -1.928 -0.441 -0.352
H -4.29794 3.49141 3.72360 0.658 -0.711 0.053 0.394
H -3.04801 2.39220 2.89322 -0.488 0.304 0.944 0.246
H -2.63605 3.28964 4.40796 -0.650 -0.553 -0.742 0.338
H -3.80175 1.88334 5.88026 -0.156 -0.522 -0.888 0.377
H -5.57990 1.51484 3.69421 0.354 -0.117 0.392 0.338
H -3.23676 -0.43915 5.29866 0.234 0.378 -1.015 0.198
H -1.94783 0.59858 4.48290 -1.048 -0.177 0.120 0.135
H -3.90345 0.40604 2.55526 0.475 -0.085 0.210 0.291
H -2.37020 -0.62225 1.34058 0.265 -0.397 0.988 0.129
H -1.24009 -0.37731 2.71739 -0.828 -0.480 0.037 -0.050
H -2.99928 -2.58480 3.50188 0.795 0.074 -0.798 0.490
H -2.61199 -2.98885 1.79658 0.629 0.352 0.564 0.046
H -0.02129 -5.74622 0.91253 -0.660 0.802 0.026 0.385
H -1.64963 -5.12372 1.34405 0.723 0.476 -0.507 0.470
H -1.13970 -5.30849 -1.19663 0.467 0.845 0.509 0.475
H 0.26061 -4.20257 -1.00737 -0.895 0.160 0.255 0.136
H -2.83374 -3.75121 -0.94934 0.933 0.516 0.178 0.469
H -1.87206 -2.45629 -0.15322 0.508 -0.794 -0.441 -0.704
H -2.27048 -1.59038 -2.36657 0.428 -1.039 0.269 0.456
H -2.07591 -3.21461 -3.11906 0.363 0.529 0.524 0.306
H 0.08756 -2.72047 -3.64341 0.051 0.370 1.028 0.455
H 0.58291 -2.33816 -1.92438 -0.910 0.017 -0.500 -0.605
H -0.70623 0.05355 -2.52285 0.533 -0.725 -0.555 0.519
H -0.19084 -0.50626 -4.22321 -0.376 0.081 1.161 0.195
H 2.00979 0.01259 -3.88516 -0.621 -0.150 0.913 0.405
H 2.09109 -0.86448 -2.32505 -0.695 0.647 -0.413 -0.099
H 1.80501 1.08987 -1.03770 -0.599 0.232 -0.996 0.207
H 0.49857 1.76690 -2.12599 0.882 -0.583 0.071 0.363
H 3.59272 1.98590 -2.63020 -0.991 0.374 0.001 0.247
H 2.38327 3.28676 -2.13160 0.411 -0.959 -0.285 0.303
H 2.60337 1.86361 -4.87446 -0.516 0.607 0.491 0.290
H 1.06325 2.69416 -4.37899 1.100 -0.051 0.215 0.294
H 2.81891 4.13518 -5.82950 0.386 -0.386 1.089 0.295
H 3.84459 4.15328 -4.26902 -0.747 -0.216 -0.677 0.394
H 1.93407 5.25408 -3.07084 -0.170 0.040 -0.990 0.389
H 2.50891 6.24268 -4.47330 -0.429 -0.852 0.171 0.296
H -0.21209 6.56298 -3.06615 0.358 -0.807 -0.859 0.338
H -2.61812 6.13734 -4.41724 0.988 -0.319 -0.080 0.351
H -2.01413 4.51950 -6.67096 0.556 0.584 0.857 0.353
H 0.73391 4.20023 -6.63622 -0.496 0.394 0.940 0.285
H 0.93450 -5.32514 3.42688 0.628 0.549 -0.608 0.407
H 2.33888 -4.62034 2.39673 -0.946 -0.030 0.304 0.356
H 1.27085 -2.54399 4.27637 0.205 -0.950 0.088 -0.013
H 3.79481 -3.68653 5.25726 -0.371 0.314 -0.863 0.388
H 3.53028 -2.07880 4.43378 -0.438 -1.075 0.018 0.213
H 3.89838 -3.50622 3.41819 -0.518 0.113 0.997 0.223
H 3.16478 -1.68880 -0.71135 -0.447 -0.736 0.547 0.198
H 2.43496 -3.34898 -0.84826 -0.235 0.691 0.622 0.216
H 3.50868 -2.93121 0.53867 -1.131 0.452 -0.205 0.380
O 2.03225 1.78289 2.53423 0.308 0.179 -0.002 -0.397
P 1.43641 1.72004 3.95269 -0.408 -0.111 0.437 0.236
O -0.00107 1.16102 3.89431 -0.085 -0.055 0.156 -0.192
O 1.41259 3.13857 4.54195 -0.039 0.112 -0.348 -0.722
O 2.30691 0.79838 4.82415 0.051 -0.280 -0.274 -0.629

no.,gap between HOMO and LUMO (eV),electronic energy (eV)
1,8.5873,-59710.8390
2,2.6410,-78202.8112